(1)
Below is a molecular structure, C36H46AsBrN4RuSi, with properties calculated with wB97M-V/def2-TZVPD.

<S²>: 8.773
spin multiplicity: 6
ΔE to the lowest compared entry with this formula, charge and spin: 71.02 kJ/mol
LUMO energy (alpha / beta): -0.0735 / -0.1634 Ha
net charge: +1
HOMO (alpha / beta): -9.309 / -10.466 eV
frontier orbital gap (alpha / beta): 7.3 / 6.0 eV

Cartesian coordinates (Å):
Ru  -0.214  0.289  0.106
C  5.643  -0.334  -0.462
C  4.470  -0.297  0.473
C  4.616  -0.338  1.854
C  3.501  -0.301  2.676
C  2.266  -0.219  2.063
Br  0.687  -0.191  3.091
N  2.088  -0.164  0.749
C  3.177  -0.209  -0.025
H  6.576  -0.453  0.085
H  5.708  0.588  -1.042
H  5.557  -1.162  -1.167
H  5.602  -0.396  2.293
H  3.582  -0.336  3.750
H  2.996  -0.160  -1.089
C  -6.115  -6.853  -0.028
C  -5.098  -5.826  -0.430
C  -5.440  -4.489  -0.562
C  -4.517  -3.523  -0.934
C  -4.981  -2.101  -1.030
C  -3.193  -3.917  -1.182
As  -1.825  -2.634  -1.708
N  -1.675  -1.478  -0.298
C  -1.825  -2.039  0.968
C  -1.393  -3.322  1.322
C  -1.552  -3.777  2.617
C  -2.166  -2.981  3.575
C  -2.594  -1.704  3.235
C  -2.402  -1.226  1.954
C  -2.559  -1.664  -3.237
C  -2.703  -2.471  -4.377
C  -2.367  -3.939  -4.407
C  -3.210  -1.910  -5.545
C  -3.570  -0.577  -5.620
C  -4.115  0.018  -6.884
C  -3.401  0.204  -4.485
C  -2.892  -0.302  -3.298
C  -2.715  0.658  -2.159
C  -2.820  -5.261  -1.043
C  -1.425  -5.787  -1.260
C  -3.784  -6.191  -0.672
H  -7.088  -6.399  0.150
H  -5.808  -7.368  0.882
H  -6.230  -7.608  -0.806
H  -6.459  -4.183  -0.363
H  -6.015  -2.021  -0.701
H  -4.923  -1.732  -2.055
H  -4.379  -1.445  -0.401
H  -0.879  -3.937  0.592
H  -1.191  -4.759  2.883
H  -2.292  -3.346  4.583
H  -3.069  -1.076  3.974
H  -2.712  -0.220  1.685
H  -1.436  -4.172  -3.883
H  -2.250  -4.274  -5.436
H  -3.158  -4.534  -3.947
H  -3.326  -2.542  -6.416
H  -4.273  -0.744  -7.643
H  -3.428  0.760  -7.289
H  -5.064  0.518  -6.701
H  -3.667  1.253  -4.525
H  -3.173  1.615  -2.403
H  -1.647  0.850  -1.965
H  -3.155  0.290  -1.237
H  -0.686  -5.004  -1.442
H  -1.401  -6.466  -2.114
H  -1.101  -6.356  -0.389
H  -3.492  -7.228  -0.563
N  0.563  -0.632  -3.026
C  0.664  -0.095  -4.251
C  0.977  1.236  -4.083
C  1.045  1.410  -2.697
N  0.784  0.273  -2.057
H  0.329  -1.588  -2.781
H  0.500  -0.684  -5.133
H  1.132  1.971  -4.847
H  1.253  2.301  -2.133
C  -0.053  3.355  2.102
Si  -0.955  2.621  0.618
C  -0.701  3.830  -0.813
C  -2.805  2.667  1.024
H  -0.360  4.398  2.203
H  1.030  3.335  1.993
H  -0.304  2.841  3.027
H  -1.251  4.747  -0.599
H  -1.056  3.449  -1.769
H  0.349  4.100  -0.921
H  -3.036  3.639  1.461
H  -3.116  1.910  1.742
H  -3.419  2.553  0.133

Atomic partial charges in e from the Löwdin method, atoms 1 to 6: number 1, Ru, carries 0.92; number 2, C, carries -0.04; number 3, C, carries -0.24; number 4, C, carries 0.00; number 5, C, carries -0.08; number 6, C, carries -0.73

=====

(2)
Below is a molecular structure, C30H38EuIN6O4S at a distorted geometry, with properties calculated with wB97M-V/def2-TZVPD.

<S²>: 12.041
spin multiplicity: 7
ΔE to the lowest compared entry with this formula, charge and spin: 0.00 kJ/mol
LUMO energy (alpha / beta): -0.0209 / 0.0131 Ha
HOMO (alpha / beta): -7.381 / -7.380 eV
frontier orbital gap (alpha / beta): 6.8 / 7.7 eV

Cartesian coordinates (Å):
Eu  0.097  0.588  0.104
C  0.248  0.335  -3.173
N  1.134  1.203  -2.366
C  1.191  2.520  -3.016
C  2.461  0.593  -2.261
C  3.111  0.160  -3.409
C  4.277  -0.579  -3.350
C  4.763  -0.940  -2.101
C  4.156  -0.479  -0.951
C  3.042  0.384  -0.985
N  2.479  0.983  0.139
C  3.201  1.063  1.335
C  4.594  1.254  1.376
C  5.292  1.346  2.564
C  4.617  1.284  3.774
C  3.238  1.180  3.759
C  2.524  1.085  2.571
N  1.064  1.074  2.605
C  0.542  0.010  3.481
C  0.572  2.378  3.089
H  0.531  0.327  -4.230
H  -0.779  0.705  -3.106
H  0.291  -0.684  -2.802
H  1.465  2.429  -4.073
H  1.928  3.153  -2.528
H  0.215  3.001  -2.951
H  2.678  0.378  -4.378
H  4.777  -0.902  -4.253
H  5.626  -1.591  -2.027
H  4.539  -0.797  0.007
H  5.130  1.349  0.442
H  6.367  1.476  2.543
H  5.152  1.346  4.711
H  2.706  1.185  4.702
H  0.766  0.203  4.535
H  0.981  -0.942  3.199
H  -0.542  -0.048  3.364
H  0.858  2.554  4.132
H  -0.515  2.404  3.012
H  0.989  3.179  2.480
C  -2.219  1.312  0.753
H  -2.786  0.564  1.329
H  -2.857  1.540  -0.116
H  -2.256  2.226  1.363
I  0.433  7.638  0.025
C  0.726  5.585  -0.059
C  1.930  4.920  0.031
N  1.646  3.613  -0.052
N  0.329  3.387  -0.187
C  -0.244  4.582  -0.178
H  2.930  5.303  0.146
H  2.241  2.759  -0.016
H  -1.312  4.692  -0.273
C  -6.855  -1.062  1.141
C  -5.938  -1.928  0.323
C  -5.988  -3.315  0.414
C  -5.123  -4.108  -0.326
C  -4.210  -3.505  -1.172
C  -4.142  -2.124  -1.283
C  -5.004  -1.344  -0.534
S  -3.089  -4.511  -2.116
O  -3.273  -5.874  -1.713
O  -3.188  -4.143  -3.498
N  -1.587  -4.045  -1.613
C  -1.312  -4.193  -0.181
C  0.068  -3.630  0.157
C  0.124  -2.114  0.087
O  0.793  -1.480  0.941
O  -0.503  -1.503  -0.836
H  -7.678  -1.642  1.557
H  -7.266  -0.252  0.539
H  -6.306  -0.609  1.970
H  -6.707  -3.784  1.075
H  -5.144  -5.188  -0.263
H  -3.422  -1.669  -1.952
H  -4.946  -0.265  -0.604
H  -1.379  -3.103  -1.933
H  -1.350  -5.256  0.052
H  -2.069  -3.690  0.436
H  0.799  -4.020  -0.556
H  0.369  -3.926  1.159

Atomic partial charges in e from the Löwdin method, atoms 1 to 6: number 1, Eu, carries 1.96; number 2, C, carries -0.10; number 3, N, carries -0.27; number 4, C, carries -0.08; number 5, C, carries -0.21; number 6, C, carries -0.04

=====

(3)
Below is a single C11H14N2O4S molecule at a distorted geometry, with properties calculated with wB97M-V/def2-TZVPD.

spin multiplicity: 1
ΔE to the lowest compared entry with this formula, charge and spin: 68.44 kJ/mol
structure (SMILES): CCOC(=O)N/N=C(\CCC(=O)O)c1cccs1
LUMO energy: 0.0173 Ha
HOMO: -8.032 eV
frontier orbital gap: 8.5 eV

Cartesian coordinates (Å):
C  -4.921  -1.879  -0.513
C  -4.432  -0.918  0.561
O  -3.226  -0.262  0.172
C  -2.087  -0.967  0.352
O  -2.018  -2.063  0.833
N  -1.039  -0.219  -0.119
N  0.212  -0.672  0.018
C  1.244  -0.066  -0.427
C  1.274  1.233  -1.207
C  1.578  2.429  -0.300
C  0.372  2.842  0.505
O  -0.774  2.638  0.194
O  0.710  3.499  1.614
C  2.505  -0.703  -0.135
C  3.784  -0.316  -0.451
C  4.760  -1.209  0.026
C  4.218  -2.261  0.698
S  2.503  -2.186  0.766
H  -4.195  -2.676  -0.650
H  -5.054  -1.354  -1.456
H  -5.869  -2.313  -0.210
H  -4.256  -1.458  1.497
H  -5.149  -0.111  0.725
H  -1.245  0.734  -0.424
H  2.040  1.156  -1.978
H  0.314  1.396  -1.702
H  1.857  3.296  -0.906
H  2.401  2.217  0.382
H  -0.079  3.773  2.109
H  4.027  0.574  -1.004
H  5.816  -1.074  -0.125
H  4.731  -3.081  1.158

Atomic partial charges in e from the Löwdin method, atoms 1 to 6: number 1, C, carries -0.06; number 2, C, carries -0.22; number 3, O, carries -0.01; number 4, C, carries -0.55; number 5, O, carries 0.11; number 6, N, carries 0.08

=====

(4)
Below is a single C6H12BNO molecule at a distorted geometry, with properties calculated with wB97M-V/def2-TZVPD.

spin multiplicity: 1
ΔE to the lowest compared entry with this formula, charge and spin: 321.49 kJ/mol
LUMO energy: 0.0065 Ha
HOMO: -8.730 eV
frontier orbital gap: 8.9 eV

Cartesian coordinates (Å):
B  -0.761  0.220  1.134
C  0.136  -0.332  -0.895
C  -1.757  -0.721  0.531
C  -0.831  1.746  0.660
C  0.280  1.939  -0.458
C  0.354  -0.080  2.325
C  1.140  -2.048  -2.262
N  0.539  0.781  -1.239
O  0.192  -1.544  -1.331
H  -1.670  -1.773  0.745
H  -2.454  -0.414  -0.265
H  -1.853  1.995  0.208
H  -0.543  2.360  1.472
H  -0.037  2.772  -1.127
H  1.199  2.251  -0.009
H  1.254  -0.042  1.790
H  0.343  -1.099  2.917
H  0.324  0.562  3.172
H  0.758  -3.027  -2.475
H  2.136  -2.134  -1.717
H  1.251  -1.414  -3.179

Atomic partial charges in e from the Löwdin method, atoms 1 to 6: number 1, B, carries -0.53; number 2, C, carries -0.21; number 3, C, carries 0.16; number 4, C, carries -0.12; number 5, C, carries -0.22; number 6, C, carries -0.05

=====

(5)
Below is 2 unconnected molecules or ions with the total composition C6H7IO2PS, with properties calculated with wB97M-V/def2-TZVPD.

spin multiplicity: 1
LUMO energy: -0.1889 Ha
net charge: +1
HOMO: -12.665 eV
frontier orbital gap: 7.5 eV

Cartesian coordinates (Å):
S  -2.392  0.857  -1.436
P  -3.988  2.108  -1.692
I  -5.907  0.743  -1.827
H  -1.369  1.611  -1.855
H  -3.925  2.895  -2.837
H  -4.114  2.974  -0.614
C  3.225  -0.725  0.931
C  2.584  -0.227  -0.122
C  1.122  -0.396  -0.276
O  0.541  0.062  -1.247
C  0.392  -1.138  0.778
C  1.028  -1.638  1.833
C  2.500  -1.470  1.995
O  3.077  -1.921  2.955
H  4.293  -0.615  1.067
H  3.090  0.317  -0.908
H  -0.676  -1.251  0.639
H  0.519  -2.185  2.616

Atomic partial charges in e from the Löwdin method, atoms 1 to 6: number 1, S, carries 0.46; number 2, P, carries 0.10; number 3, I, carries 0.64; number 4, H, carries -0.13; number 5, H, carries -0.03; number 6, H, carries -0.04

=====

The following energy values (in Ha) correspond, in order, to the records above: -6812.31649 -3201.71007 -1236.24019 -390.54079 -1420.24519.